No. 1
This record from the Open Molecules 2025 dataset describes 6 unconnected molecules or ions with the total composition C16H31F3N3O21S5 in a non-equilibrium geometry. The level of theory is the ωB97M-V functional and the def2-TZVPD basis.

Geometry as XYZ:
```
79
C16H31F3N3O21S5, DFT the ωB97M-V functional and the def2-TZVPD basis
N 1.58284 -1.67676 -1.81199
C 1.17448 -0.65064 -2.59627
N -0.16489 -0.35034 -2.53548
C -0.52445 1.03827 -2.93260
C 0.50872 1.74508 -3.85959
C 1.99773 1.44996 -3.48832
N 2.16460 -0.02822 -3.43121
C 2.22902 -0.64479 -4.77352
O 1.62830 -1.96770 -4.76990
C 0.55837 -2.03734 -5.62479
F 0.96475 -1.97948 -6.92117
F -0.39899 -1.08682 -5.39972
F -0.04181 -3.25052 -5.45867
H 1.90698 -2.51311 -2.29682
H 1.60890 -1.61779 -0.79833
H -0.74537 -1.06254 -2.97926
H -1.48267 0.96965 -3.51644
H -0.77555 1.66695 -2.04098
H 0.35038 2.85145 -3.73376
H 0.25454 1.54408 -4.93307
H 2.33843 1.98686 -2.57272
H 2.63900 1.80789 -4.33907
H 3.30969 -0.78622 -5.03801
H 1.78816 0.02919 -5.55257
C 0.92927 3.50553 2.29526
C 0.89345 2.00398 2.10217
O 0.45349 1.81819 0.75137
S 0.99423 3.03908 -0.14400
O 2.18454 2.61408 -0.81018
O -0.10393 3.60604 -0.84489
O 1.41027 4.02687 1.04987
H -0.06879 3.90635 2.47055
H 1.58592 3.80140 3.11128
H 0.21593 1.50916 2.79751
H 1.89274 1.56971 2.19712
C -3.76674 0.94767 2.82329
C -4.65647 0.66404 1.63149
O -3.81155 0.85718 0.49064
S -2.29999 0.43863 0.87277
O -2.07581 -0.89514 0.42330
O -1.42237 1.51244 0.53261
O -2.48672 0.40095 2.47029
H -3.64766 2.01946 2.98501
H -4.14068 0.48518 3.73503
H -5.51876 1.32596 1.58934
H -4.99579 -0.37507 1.62837
C -1.68101 -5.55951 2.05731
C -1.97553 -4.29715 1.27124
O -3.39588 -4.15743 1.31670
S -3.94083 -4.74263 2.71891
O -4.11746 -3.65676 3.61834
O -4.96589 -5.68175 2.44369
O -2.60446 -5.54024 3.14830
H -1.87628 -6.45346 1.45972
H -0.65680 -5.58818 2.42525
H -1.62866 -4.35827 0.24154
H -1.53440 -3.41967 1.75141
C 6.48956 -4.16863 -2.66142
C 5.26381 -3.76129 -3.45465
O 4.39660 -3.14407 -2.49568
S 5.29577 -2.40347 -1.36906
O 5.38786 -1.02822 -1.70706
O 4.86732 -2.85294 -0.09235
O 6.69873 -3.10584 -1.72503
H 6.31066 -5.08793 -2.09900
H 7.36605 -4.29671 -3.29357
H 4.77298 -4.60927 -3.92796
H 5.51358 -3.01599 -4.21428
C -2.50267 6.27604 5.80764
C -2.41772 5.08251 6.73715
O -3.06161 4.02003 6.02467
S -2.81442 4.21487 4.44715
O -1.72064 3.38853 4.05849
O -4.07087 4.17546 3.78780
O -2.30127 5.73850 4.49478
H -3.49340 6.73473 5.83962
H -1.74908 7.02851 6.03152
H -2.91024 5.26080 7.69045
H -1.37955 4.79059 6.91437
```

Computed properties:
Total charge = +1
Gap between HOMO and LUMO = 8.285 eV
Highest occupied orbital energy = -12.54 eV
Spin multiplicity = 1



No. 2
This record from the Open Molecules 2025 dataset describes 2 unconnected molecules or ions with the total composition C16H31IN4O4 in a non-equilibrium geometry. The level of theory is the ωB97M-V functional and the def2-TZVPD basis.

Geometry as XYZ:
```
56
C16H31IN4O4, DFT the ωB97M-V functional and the def2-TZVPD basis
C -2.74244 -2.41588 6.38156
C -2.18023 -1.56455 5.06017
O -2.92667 -1.85580 3.82641
C -2.00865 -2.04493 2.67527
C -1.06176 -0.71599 2.39708
C -0.56099 -0.82928 0.83125
C 1.06540 -0.62624 0.63425
C 1.23396 0.26520 -0.76713
N 2.55484 0.97299 -0.85994
C 3.84687 0.72970 -1.57954
N 4.13199 -0.34310 -2.37300
C 3.27118 -1.53803 -2.68530
C 3.99939 -2.72183 -3.55973
O 4.78533 -3.68518 -3.00294
N 4.94107 1.79098 -1.39971
C 4.17111 2.72124 -0.44450
I 5.22121 4.50689 0.25970
N 2.79117 2.16205 -0.16308
C 1.90814 2.93852 0.78982
C 0.69577 3.78500 0.08123
O 0.82057 3.93820 -1.38185
H -3.85873 -2.12765 6.63452
H -2.73872 -3.59252 6.18772
H -2.08465 -2.23599 7.34073
H -1.03766 -1.81375 4.96211
H -2.31992 -0.41023 5.27971
H -2.65727 -2.21096 1.69428
H -1.33777 -3.01255 2.78613
H -1.73740 0.23493 2.50580
H -0.16782 -0.60442 3.15491
H -1.21348 -0.04955 0.22113
H -0.81236 -1.88820 0.34578
H 1.55413 -0.07436 1.55708
H 1.59431 -1.66184 0.42147
H 0.93300 -0.38376 -1.69391
H 0.39676 1.11180 -0.68030
H 5.09425 -0.33540 -2.83035
H 2.82613 -1.94375 -1.66164
H 2.33119 -1.15992 -3.30944
H 3.78506 -2.76401 -4.73313
H 2.54482 3.64646 1.49386
H 1.38137 2.16401 1.53016
H -0.31115 3.17035 0.26391
H 0.49705 4.83895 0.60473
H -0.12717 3.96085 -1.74783
C -2.91647 0.97111 -4.07635
C -2.78358 -0.23931 -3.13730
C -4.09014 -0.41295 -2.34478
O -1.81708 0.02069 -2.27394
H -3.11654 1.90420 -3.53326
H -2.00720 1.11804 -4.67287
H -3.74536 0.81912 -4.77784
H -2.70987 -1.12000 -3.79094
H -4.33370 0.46892 -1.73771
H -4.04058 -1.27955 -1.67343
H -4.93072 -0.57871 -3.02904
```

Computed properties:
Gap between HOMO and LUMO = 3.542 eV
Highest occupied orbital energy = -5.35 eV
Spin multiplicity = 1